{
  "formula": "C41H102N6O14Zn",
  "method": "ωB97M-V/def2-TZVPD",
  "symbols": ["Zn", "C", "C", "O", "H", "H", "H", "H", "H", "C", "C", "C", "O", "H", "H", "H", "H", "H", "H", "H", "C", "O", "C", "C", "N", "C", "C", "O", "C", "H", "H", "H", "H", "H", "H", "H", "H", "H", "H", "H", "H", "H", "H", "H", "C", "O", "C", "C", "N", "C", "C", "O", "C", "H", "H", "H", "H", "H", "H", "H", "H", "H", "H", "H", "H", "H", "H", "H", "C", "O", "C", "C", "N", "C", "C", "O", "C", "H", "H", "H", "H", "H", "H", "H", "H", "H", "H", "H", "H", "H", "H", "H", "C", "O", "C", "C", "N", "C", "C", "O", "C", "H", "H", "H", "H", "H", "H", "H", "H", "H", "H", "H", "H", "H", "H", "H", "C", "O", "C", "C", "N", "C", "C", "O", "C", "H", "H", "H", "H", "H", "H", "H", "H", "H", "H", "H", "H", "H", "H", "H", "C", "O", "C", "C", "N", "C", "C", "O", "C", "H", "H", "H", "H", "H", "H", "H", "H", "H", "H", "H", "H", "H", "H", "H"],
  "coordinates": [[5.19374, -0.71095, -1.83564], [2.33843, -4.93910, -7.14085], [3.42951, -4.92359, -6.02340], [3.90107, -3.71827, -5.62616], [2.77448, -4.65308, -8.09801], [1.48363, -4.33223, -6.84233], [2.02954, -5.98338, -7.18744], [4.24279, -5.57127, -6.35079], [3.16345, -5.48959, -5.13068], [-1.10724, -0.17211, 1.92031], [-0.10980, -1.15152, 1.33562], [-0.79426, -2.32482, 0.69422], [0.77486, -0.58213, 0.44397], [-1.74580, -0.72112, 2.61235], [-1.71585, 0.17067, 1.08353], [-0.64148, 0.72453, 2.32923], [0.47337, -1.57587, 2.15290], [-1.58250, -2.13923, -0.03539], [-1.52319, -2.90690, 1.25809], [-0.11842, -2.98081, 0.14557], [10.45201, -5.48360, 1.90987], [9.19541, -4.91235, 1.38561], [8.23911, -4.64566, 2.34013], [7.25701, -3.55249, 1.80439], [7.98404, -2.66951, 0.91002], [8.92031, -1.79501, 1.73193], [8.11302, -0.62372, 2.40065], [7.21656, -0.10337, 1.52471], [6.51616, 1.00871, 2.03599], [10.53992, -5.27538, 2.97617], [11.41198, -5.25195, 1.44848], [10.34873, -6.55552, 1.74126], [8.63331, -4.21883, 3.26237], [7.90571, -5.59548, 2.75822], [6.74097, -3.07113, 2.63510], [6.43827, -4.01782, 1.25552], [8.63623, -3.26700, 0.42242], [9.71800, -1.37049, 1.12236], [9.52433, -2.35655, 2.44461], [8.86011, 0.08003, 2.76765], [7.56088, -0.98327, 3.26896], [5.98842, 0.62338, 2.90840], [5.69851, 1.32159, 1.38664], [7.08771, 1.87497, 2.36923], [-11.23271, -2.98653, 2.84410], [-9.90148, -3.36847, 2.79253], [-9.32430, -3.44711, 1.49238], [-9.80952, -4.42451, 0.51893], [-9.19646, -4.38078, -0.80716], [-7.86532, -5.09765, -0.87658], [-7.97381, -6.68435, -1.01845], [-8.42448, -6.97796, -2.36713], [-8.84260, -8.32442, -2.44044], [-11.38086, -2.06922, 2.27428], [-11.58217, -2.86135, 3.86895], [-11.75860, -3.72612, 2.24033], [-8.27826, -3.68655, 1.68360], [-9.25187, -2.46717, 1.02060], [-10.88373, -4.33550, 0.35693], [-9.69555, -5.40487, 0.98154], [-9.77986, -4.94929, -1.40427], [-7.26969, -4.84526, 0.00071], [-7.34382, -4.78590, -1.78153], [-8.76311, -6.88513, -0.29402], [-7.02161, -7.13713, -0.74205], [-9.20798, -8.64797, -3.41507], [-9.60811, -8.55539, -1.69965], [-8.04897, -9.05058, -2.26452], [-7.20447, 6.64225, 7.02097], [-8.00812, 7.66891, 7.56502], [-8.61911, 7.23229, 8.73050], [-9.28032, 8.60622, 9.23005], [-8.41705, 9.45645, 10.07505], [-8.94581, 10.70095, 10.73899], [-7.87504, 11.35868, 11.64327], [-6.80261, 11.77442, 10.82854], [-5.62927, 12.13939, 11.48994], [-7.87549, 5.78467, 6.97198], [-6.43496, 6.30134, 7.71361], [-6.67509, 6.85801, 6.09291], [-7.83370, 6.80236, 9.35211], [-9.29060, 6.58901, 8.16183], [-10.23606, 8.30618, 9.65976], [-9.49063, 9.22098, 8.35487], [-7.56835, 9.66095, 9.56713], [-9.87132, 10.65767, 11.31314], [-9.26631, 11.46840, 10.03443], [-7.32355, 10.61490, 12.21838], [-8.29085, 12.17067, 12.23983], [-4.80728, 12.30935, 10.79457], [-5.54182, 11.44304, 12.32393], [-5.75872, 13.10043, 11.98768], [2.11914, -9.49491, 4.05172], [3.01240, -9.89370, 3.07363], [2.31500, -10.55380, 2.01355], [3.51999, -10.96871, 1.00910], [4.52624, -11.79521, 1.69973], [5.67991, -12.08665, 0.88925], [6.66916, -13.10119, 1.47457], [6.97509, -12.57259, 2.80739], [7.96763, -13.27392, 3.47224], [2.51269, -9.16063, 5.01166], [1.53328, -10.38395, 4.28514], [1.51460, -8.74444, 3.54238], [1.68616, -9.75621, 1.61793], [1.78997, -11.45107, 2.34120], [3.90199, -10.03555, 0.59511], [3.07451, -11.40765, 0.11637], [4.72580, -11.44126, 2.62439], [6.26925, -11.19031, 0.69599], [5.43985, -12.57203, -0.05673], [7.52434, -13.16419, 0.80167], [6.20479, -14.07419, 1.63498], [8.30604, -12.68352, 4.32372], [8.73843, -13.49525, 2.73402], [7.60080, -14.18095, 3.95268], [8.86428, 3.84394, -10.37138], [8.19535, 2.87883, -11.12652], [7.51985, 3.41829, -12.36093], [6.18547, 2.96378, -12.84000], [5.16939, 2.95095, -11.76718], [4.17881, 1.93403, -12.02464], [3.02435, 2.01038, -11.01005], [3.57220, 2.08025, -9.71411], [2.58115, 2.18939, -8.64782], [9.17991, 3.38443, -9.43473], [8.15964, 4.60893, -10.04522], [9.74761, 4.20148, -10.90052], [8.30548, 3.48072, -13.11391], [7.27986, 4.45221, -12.11290], [6.54214, 2.12706, -13.44063], [5.82015, 3.67382, -13.58194], [4.81090, 3.89508, -11.75271], [4.32485, 0.86710, -12.19323], [3.74547, 2.06063, -13.01676], [2.27038, 1.24154, -11.17891], [2.53793, 2.98576, -11.02155], [2.87724, 1.50192, -7.85547], [1.60287, 1.77176, -8.88582], [2.47846, 3.23636, -8.36249], [-2.63870, 10.30307, 3.14921], [-1.68708, 10.05401, 2.05127], [-2.17604, 9.07906, 1.10764], [-1.34124, 9.17548, -0.25217], [-2.08830, 9.29131, -1.48802], [-1.24799, 9.52133, -2.57458], [-2.01373, 9.51661, -3.87854], [-2.48314, 8.17117, -4.18526], [-3.25119, 8.14500, -5.39675], [-2.83176, 9.32094, 3.58079], [-3.48799, 10.83223, 2.71701], [-2.21560, 11.03179, 3.84062], [-3.25136, 9.21496, 0.99225], [-2.30762, 8.07887, 1.52043], [-0.55069, 8.42967, -0.16912], [-0.64524, 10.01417, -0.23539], [-2.59336, 8.47560, -1.80368], [-0.36571, 8.88429, -2.51250], [-0.88785, 10.53988, -2.42981], [-1.30291, 9.75133, -4.67085], [-2.69205, 10.36178, -3.76160], [-3.31547, 7.10241, -5.70814], [-2.96539, 8.82754, -6.19710], [-4.20196, 8.65323, -5.23601]],
  "lumo_ev": -5.20,
  "e_above_lowest_kj_mol": 1199.5
}

{
  "formula": "C41H105N13O10",
  "method": "ωB97M-V/def2-TZVPD",
  "symbols": ["C", "C", "C", "C", "C", "C", "C", "C", "C", "N", "O", "H", "H", "H", "H", "H", "H", "H", "H", "H", "H", "H", "H", "H", "H", "H", "H", "H", "H", "H", "C", "C", "C", "C", "C", "C", "C", "C", "C", "N", "O", "H", "H", "H", "H", "H", "H", "H", "H", "H", "H", "H", "H", "H", "H", "H", "H", "H", "H", "H", "C", "O", "C", "C", "C", "N", "H", "H", "H", "H", "H", "H", "H", "H", "H", "H", "H", "C", "O", "C", "C", "C", "N", "H", "H", "H", "H", "H", "H", "H", "H", "H", "H", "H", "C", "O", "C", "C", "C", "N", "H", "H", "H", "H", "H", "H", "H", "H", "H", "H", "H", "C", "O", "C", "C", "C", "N", "H", "H", "H", "H", "H", "H", "H", "H", "H", "H", "H", "C", "O", "C", "C", "C", "N", "H", "H", "H", "H", "H", "H", "H", "H", "H", "H", "H", "N", "C", "N", "O", "H", "H", "H", "H", "N", "C", "N", "O", "H", "H", "H", "H", "N", "C", "N", "O", "H", "H", "H", "H"],
  "coordinates": [[2.66965, -6.81129, 4.18684], [2.75456, -6.49949, 2.70481], [4.01891, -5.66880, 2.39711], [2.93703, -7.82216, 1.96833], [2.52942, -7.83682, 0.48880], [1.10017, -7.30057, 0.38610], [0.96250, -5.90275, 0.94745], [1.58199, -4.86562, -0.00032], [-0.53289, -5.59255, 1.06075], [1.53152, -5.79380, 2.29625], [1.42256, -4.48854, 2.77055], [3.61123, -7.17893, 4.60688], [2.48544, -5.89620, 4.76303], [1.88341, -7.52121, 4.43883], [3.81665, -4.59418, 2.47600], [4.84609, -5.81735, 3.09158], [4.36724, -5.81305, 1.37279], [3.99839, -8.07968, 2.00099], [2.38667, -8.65844, 2.40810], [3.14375, -7.17401, -0.12624], [2.57861, -8.87690, 0.17298], [0.47405, -7.96262, 0.99699], [0.77784, -7.38115, -0.65208], [2.62740, -5.11400, -0.21380], [1.53064, -3.84909, 0.38545], [1.09483, -4.88129, -0.97533], [-0.70642, -4.65878, 1.59448], [-1.08310, -6.39078, 1.56320], [-0.99625, -5.49677, 0.07278], [2.13481, -3.95435, 2.38056], [-3.81929, 0.71995, -3.20419], [-5.06646, 1.57443, -3.01196], [-6.10346, 1.19493, -4.07533], [-5.53042, 1.43403, -1.56516], [-6.57054, 2.46328, -1.17690], [-5.94708, 3.84246, -1.30188], [-5.49161, 4.08037, -2.74838], [-6.72773, 4.38134, -3.60861], [-4.68475, 5.37008, -2.75398], [-4.64156, 2.97363, -3.18782], [-4.23209, 3.18642, -4.53803], [-3.91552, -0.33450, -2.93713], [-3.52407, 0.73905, -4.25619], [-2.99703, 1.15644, -2.64038], [-6.51618, 0.19730, -3.90129], [-6.93629, 1.89226, -4.00811], [-5.65683, 1.23605, -5.06331], [-5.88840, 0.40523, -1.47427], [-4.66141, 1.59301, -0.91918], [-7.38993, 2.40066, -1.90554], [-7.05525, 2.21120, -0.23230], [-5.01631, 3.84608, -0.71809], [-6.61196, 4.63674, -0.97219], [-6.49785, 4.44831, -4.67239], [-7.14760, 5.34015, -3.30096], [-7.51162, 3.63566, -3.47771], [-5.27683, 6.17307, -2.29922], [-4.51563, 5.76362, -3.75994], [-3.76511, 5.34923, -2.17070], [-3.41621, 3.69163, -4.44632], [-0.76875, -0.66605, -6.30220], [-1.28346, -1.43648, -5.25540], [-1.61508, -2.77092, -5.52860], [-2.71374, -3.17728, -4.59236], [-2.19534, -3.29245, -3.17639], [-3.26478, -4.51544, -4.94424], [-0.82897, 0.38272, -6.00801], [-1.30393, -0.77648, -7.25309], [0.29002, -0.88756, -6.49792], [-1.84604, -2.94718, -6.58882], [-0.71234, -3.38685, -5.37997], [-3.50933, -2.42262, -4.61936], [-1.55751, -2.44027, -2.91781], [-1.54466, -4.16170, -3.10204], [-2.96111, -3.26640, -2.39964], [-3.73803, -4.43700, -5.84554], [-4.05478, -4.65043, -4.31404], [0.49764, 0.65597, -1.83050], [0.76558, 1.02092, -0.50527], [0.48093, 0.01281, 0.42547], [0.93290, 0.50246, 1.81571], [0.26759, -0.31477, 2.92359], [0.67416, 1.92093, 2.04172], [-0.54015, 0.86820, -2.11910], [0.67501, -0.37660, -2.13236], [1.06661, 1.28191, -2.52250], [-0.59072, -0.24176, 0.47246], [0.97830, -0.95930, 0.28166], [2.01685, 0.30341, 1.83782], [0.59270, -1.35288, 2.96666], [-0.80831, -0.25335, 2.73060], [0.43439, 0.15164, 3.89661], [-0.19214, 2.07169, 2.54404], [0.65330, 2.41867, 1.15908], [4.73418, -0.82829, 7.48771], [4.75897, 0.10782, 6.42481], [4.07505, -0.31906, 5.28988], [4.66934, -1.49698, 4.53735], [6.15581, -1.32864, 4.29951], [3.89796, -1.71884, 3.33243], [5.37094, -0.47061, 8.29369], [5.11651, -1.81240, 7.19560], [3.70927, -0.94806, 7.86027], [2.98654, -0.45687, 5.43507], [4.03527, 0.56525, 4.63056], [4.55562, -2.37146, 5.18959], [6.66956, -2.28929, 4.17620], [6.66577, -0.84539, 5.13789], [6.44504, -0.74363, 3.42081], [3.40581, -0.92968, 2.93214], [4.42840, -2.09860, 2.55963], [-3.04902, 1.20640, 4.09428], [-3.13469, 1.63743, 2.74095], [-4.34483, 2.30822, 2.43557], [-4.43453, 3.66803, 3.09512], [-5.72424, 4.40280, 2.73808], [-3.24308, 4.47373, 2.67230], [-4.04757, 1.12042, 4.54115], [-2.39087, 1.86636, 4.65903], [-2.71724, 0.16268, 4.14223], [-4.30056, 2.40505, 1.34441], [-5.19915, 1.62556, 2.56940], [-4.36889, 3.55284, 4.18092], [-6.52500, 3.65414, 2.68210], [-5.68030, 4.86754, 1.75374], [-5.97230, 5.12176, 3.51284], [-2.52620, 3.75992, 2.53157], [-3.45287, 4.71734, 1.69780], [3.33285, 0.25420, -4.03269], [4.46110, 0.13262, -3.21642], [4.11851, -0.01691, -1.85869], [5.37453, -0.30498, -1.05196], [5.02945, -0.40756, 0.41842], [6.40490, 0.72559, -1.23395], [2.80676, 1.20514, -3.84835], [2.62977, -0.57309, -3.87894], [3.64265, 0.31038, -5.07560], [3.72575, 0.96045, -1.51947], [3.37199, -0.80927, -1.70392], [5.81382, -1.22616, -1.44815], [4.43761, -1.31177, 0.59651], [4.48776, 0.48183, 0.76138], [5.88865, -0.46637, 1.08649], [6.12221, 1.61111, -0.84086], [6.70251, 0.77055, -2.19556], [-0.38448, 5.60050, -0.72003], [-1.54988, 4.86530, -0.79631], [-1.42380, 3.76729, -1.61762], [-2.50123, 4.98189, -0.03874], [-0.38135, 6.45521, -0.19474], [0.16899, 5.52113, -1.55671], [-2.11572, 3.05151, -1.49154], [-0.52400, 3.54713, -2.00944], [2.97123, 2.97130, 3.62679], [3.93500, 3.51506, 2.81671], [4.02483, 2.93403, 1.56076], [4.67704, 4.41829, 3.15723], [2.81895, 3.41826, 4.51183], [2.18880, 2.46442, 3.20259], [3.30399, 2.30658, 1.24796], [4.61987, 3.40711, 0.91213], [2.64870, 4.30172, -1.58159], [2.19291, 5.12403, -2.58975], [2.71973, 6.39399, -2.56410], [1.44370, 4.71804, -3.46802], [3.22908, 4.59948, -0.82397], [2.23528, 3.38547, -1.56397], [3.28221, 6.74185, -1.81162], [2.37217, 7.03062, -3.25743]],
  "lumo_ev": 0.27,
  "smiles": "CC1(C)CCCC(C)(C)N1O.CC1(C)CCCC(C)(C)N1O.COC[C@H](C)N.COC[C@H](C)N.COC[C@H](C)N.COC[C@H](C)N.COC[C@H](C)N.NC(N)=O.NC(N)=O.NC(N)=O",
  "e_above_lowest_kj_mol": 0.0
}